A molecular structure, C65H55Cl2InN7O2S4, computed with the ωB97M-V functional and the def2-TZVPD basis.

## Properties
Charge: +1
2S+1: 1
Gap between HOMO and LUMO: 6.382 eV
HOMO: -0.34704 Eh
E: -156382.1067 eV

XYZ file:
```
136
Properties=species:S:1:pos:R:3:forces:R:3
In 0.06342 -0.06959 0.89786 -0.3 0.0 0.1
S 0.43514 2.11014 6.45691 0.1 0.1 -0.3
C 0.40906 2.11473 8.16297 0.1 0.1 0.0
C -0.72905 1.55048 8.64267 -0.2 -0.1 0.0
C -1.59424 1.10637 7.60284 -0.2 -0.1 0.3
C -1.10665 1.34228 6.35075 0.1 0.0 -0.2
C -1.72552 0.98041 5.05976 0.2 0.1 0.1
C -1.00639 1.03145 3.85153 0.0 0.0 -0.2
N -1.48659 0.63137 2.68663 0.0 0.0 0.2
C -2.74798 0.15558 2.63635 0.2 0.0 0.0
C -3.57470 0.13565 3.76344 -0.1 0.0 0.1
C -4.94449 -0.29315 3.63736 0.0 0.0 0.2
C -5.44647 -0.65438 2.44322 -0.1 0.0 -0.1
C -4.61255 -0.66736 1.26960 -0.1 -0.1 0.1
C -5.10036 -0.99650 0.00012 -0.3 0.0 0.0
C -4.26939 -0.96550 -1.09721 0.0 -0.1 -0.2
C -2.91243 -0.69586 -0.84893 0.1 -0.1 0.1
N -2.42101 -0.40815 0.33735 0.0 0.1 0.0
C -3.26153 -0.32620 1.38079 0.1 0.0 -0.1
C -4.76384 -1.18524 -2.46943 0.2 0.1 0.1
C -5.98937 -1.63003 -2.86640 -0.2 -0.2 0.0
C -6.14481 -1.68742 -4.28064 -0.1 -0.1 0.1
C -5.03619 -1.26814 -4.94203 0.0 0.0 -0.1
S -3.80094 -0.81017 -3.85515 0.2 0.1 0.1
C -3.03041 0.54889 4.98304 -0.2 0.0 0.2
H 1.23677 2.53818 8.71756 -0.1 -0.1 -0.1
H -0.94403 1.44406 9.69827 0.0 0.0 -0.1
H -2.54161 0.61197 7.79201 0.2 0.1 0.0
H 0.02102 1.38225 3.84491 0.0 0.0 0.0
H -5.56682 -0.30243 4.52691 0.1 0.0 -0.1
H -6.48596 -0.94738 2.34237 0.1 0.0 0.0
H -6.15390 -1.23032 -0.11339 0.1 0.0 0.0
H -2.20352 -0.72239 -1.66340 0.1 0.0 -0.1
H -6.76643 -1.93701 -2.17503 0.1 0.0 -0.1
H -7.04181 -2.03581 -4.77731 0.1 0.0 0.1
H -4.87252 -1.20868 -6.01057 0.0 0.0 0.2
H -3.65477 0.52004 5.87175 0.1 0.0 -0.1
S 2.09845 1.11423 -1.13973 0.1 0.1 -0.3
C 1.11758 0.94599 -2.46977 0.1 0.0 0.0
N 1.43995 0.25197 -3.56492 -0.1 -0.1 -0.1
C 0.58761 0.29883 -4.75658 0.1 -0.1 0.2
C 0.03287 1.68504 -4.88758 -0.1 0.1 0.2
N -0.74782 1.97337 -3.67850 0.1 0.1 0.0
C -1.99160 2.75067 -3.86270 0.3 0.2 0.0
C -1.70045 4.21956 -4.08233 0.1 0.0 0.0
C -1.67076 5.09920 -3.00079 0.0 0.0 0.0
C -1.34525 6.43616 -3.19297 0.0 0.0 0.0
C -1.04530 6.90622 -4.46633 0.0 0.0 0.0
C -1.09036 6.03906 -5.55145 0.0 0.0 0.0
C -1.41956 4.70301 -5.35846 0.0 0.0 0.0
C -0.25881 1.63709 -2.48249 -0.1 0.0 -0.1
S -1.04856 1.93100 -1.04583 0.1 -0.1 -0.2
C 2.69198 -0.51492 -3.70955 0.0 0.2 -0.1
C 3.62974 0.14357 -4.69693 -0.1 0.0 0.0
C 4.15796 1.40371 -4.41606 0.0 0.0 0.0
C 4.99266 2.03036 -5.33055 0.0 0.0 0.0
C 5.30962 1.40345 -6.53144 0.0 0.0 0.0
C 4.79105 0.14849 -6.81340 0.0 0.0 0.0
C 3.94938 -0.47738 -5.89823 0.0 0.0 0.0
H -0.22462 -0.43021 -4.67863 0.0 -0.1 0.0
H 1.19772 0.05388 -5.62180 0.1 0.0 0.0
H -0.62636 1.75275 -5.74786 -0.1 0.0 0.0
H 0.84113 2.40834 -5.01485 0.0 0.1 0.0
H -2.60461 2.60678 -2.98280 -0.1 -0.1 0.1
H -2.50996 2.32566 -4.71949 0.0 -0.1 -0.1
H -1.91187 4.73209 -2.00873 0.0 0.0 -0.1
H -1.33506 7.11703 -2.34708 0.0 -0.1 -0.1
H -0.78568 7.94851 -4.61528 0.0 -0.1 0.0
H -0.87957 6.40495 -6.55160 0.0 0.0 0.1
H -1.47786 4.03659 -6.21562 0.0 0.1 0.1
H 2.42794 -1.51767 -4.04983 -0.1 0.0 0.0
H 3.14586 -0.58880 -2.73070 0.0 0.0 0.2
H 3.91959 1.88617 -3.47152 0.0 0.0 -0.1
H 5.40509 3.00599 -5.10327 0.0 0.0 0.0
H 5.96516 1.89248 -7.24348 -0.1 0.0 0.1
H 5.04002 -0.34703 -7.74372 0.0 0.0 0.0
H 3.54821 -1.46371 -6.11828 0.0 0.1 0.0
C 0.70789 -1.86923 -0.23012 -0.2 0.5 0.2
C -0.38389 -2.71935 -0.74443 0.1 -0.2 0.0
C -0.61171 -2.86398 -2.11565 0.1 0.0 0.0
C -1.63205 -3.66649 -2.59600 -0.1 0.1 0.0
C -2.47664 -4.32440 -1.70564 -0.2 -0.1 -0.1
C -2.25414 -4.20418 -0.33226 -0.1 -0.1 0.1
C -1.21528 -3.42250 0.13664 -0.1 0.0 0.1
C -3.58966 -5.10192 -2.20532 0.0 0.0 0.0
N -4.48873 -5.69851 -2.61098 0.3 0.2 0.1
H 1.42806 -1.57100 -0.98622 0.0 -0.1 0.0
H 1.21209 -2.31142 0.62915 0.1 -0.2 -0.1
H 0.04376 -2.34572 -2.81408 -0.1 -0.1 0.1
H -1.79333 -3.77976 -3.65855 0.0 0.0 -0.1
H -2.90091 -4.73303 0.35945 0.1 0.0 0.0
H -1.05476 -3.31587 1.20604 0.0 -0.1 -0.1
Cl 0.21325 -6.25094 2.72721 0.0 0.0 0.0
C 1.52989 -5.95924 1.62811 0.1 0.1 0.1
C 1.74228 -6.85681 0.59633 -0.1 -0.1 0.0
C 2.78690 -6.64402 -0.28673 0.0 -0.1 -0.1
C 3.58693 -5.52179 -0.15260 0.1 0.0 -0.1
C 3.34522 -4.61695 0.86568 -0.2 0.0 0.1
Cl 4.27868 -3.16136 0.91393 0.0 0.1 0.1
C 2.33069 -4.82130 1.81352 0.0 0.1 0.1
N 2.06237 -3.89933 2.83508 0.2 0.2 -0.1
C 2.97314 -3.54551 3.86697 -0.2 0.0 0.0
C 4.12572 -4.29830 4.09373 -0.1 0.1 -0.1
C 4.99894 -3.97530 5.11918 0.0 0.0 0.0
C 4.72412 -2.90124 5.95039 0.1 0.0 0.0
C 3.57978 -2.15318 5.72790 0.0 0.1 0.0
C 2.69160 -2.44028 4.69341 0.0 0.1 -0.2
C 1.45789 -1.54176 4.58100 0.1 -0.3 -0.2
C 0.95191 -1.16854 3.19554 0.2 -0.2 -0.5
O 1.59867 -0.28554 2.52212 -0.7 -0.3 0.4
O -0.12035 -1.66558 2.74930 0.5 0.2 0.3
H 1.10020 -7.72499 0.50214 0.0 0.1 0.0
H 2.96908 -7.34969 -1.08908 0.0 0.1 0.1
H 4.39346 -5.32770 -0.85000 -0.1 0.0 0.1
H 1.09898 -3.88920 3.12100 -0.2 0.0 0.1
H 4.33190 -5.15325 3.45968 0.0 0.0 0.0
H 5.88982 -4.57512 5.27307 -0.1 0.1 0.0
H 5.39427 -2.64495 6.76394 -0.1 0.0 -0.1
H 3.36426 -1.30575 6.37405 0.0 -0.1 -0.1
H 1.72026 -0.60238 5.06202 0.0 0.1 0.1
H 0.61463 -1.97221 5.12602 0.0 -0.1 0.0
C 2.00767 4.91735 3.27192 0.0 0.0 -0.1
C 1.13245 4.74927 2.01976 0.1 -0.1 0.2
C 1.85828 5.29408 0.77884 0.0 -0.1 0.0
C -0.22079 5.45081 2.20998 0.0 -0.1 0.0
C 0.87715 3.30720 1.80080 -0.1 0.2 -0.4
N 0.64374 2.22597 1.50027 0.1 0.0 0.4
H 2.24098 5.97686 3.40067 0.0 -0.1 0.0
H 2.94364 4.36293 3.17607 -0.1 0.1 0.0
H 1.48551 4.56932 4.16328 0.0 0.0 0.0
H 2.01451 6.36754 0.90606 0.0 -0.1 0.0
H 1.26809 5.13071 -0.12604 0.0 0.0 0.1
H 2.82954 4.81269 0.65053 -0.1 0.0 0.0
H -0.04402 6.51444 2.38399 0.0 -0.1 0.0
H -0.75794 5.04394 3.07002 0.0 0.0 -0.1
H -0.84871 5.34181 1.32259 0.0 0.0 0.1
```
Forces are in eV/Å.

Löwdin population analysis, charges in e, atoms 1 to 5: 0.763 1.043 -0.402 -0.168 -0.115